[1]
C38H107N13O11 | ωB97M-V/def2-TZVPD

Positions of all 169 atoms, in Å:
C -1.68942 -3.36091 -4.50677
O -2.17415 -4.48028 -5.22182
C -2.90120 -4.19001 -6.42856
C -2.19527 -3.48707 -7.60069
C -3.07520 -3.22065 -8.83530
N -1.05021 -4.19703 -8.08570
H -2.44874 -2.61203 -4.28158
H -0.91368 -2.88877 -5.10960
H -1.23717 -3.74717 -3.59333
H -3.15895 -5.20809 -6.72042
H -3.82663 -3.64377 -6.24604
H -1.72143 -2.58455 -7.21460
H -2.54045 -2.81207 -9.69274
H -3.65534 -2.31032 -8.68421
H -3.81718 -4.00022 -9.00803
H -1.30165 -5.06094 -8.54455
H -0.65645 -3.55892 -8.76236
C -4.13692 2.93230 -6.46152
O -5.29887 2.82983 -7.34543
C -6.18768 3.94767 -7.09492
C -7.52809 3.84337 -7.85438
C -7.23462 3.67423 -9.38066
N -8.47559 4.98747 -7.72767
H -3.33865 2.39735 -6.97600
H -4.37673 2.35265 -5.57012
H -3.75174 3.94803 -6.37201
H -6.42344 3.99589 -6.03181
H -5.69483 4.86979 -7.40295
H -8.15996 2.99961 -7.57707
H -6.82091 4.51440 -9.93840
H -8.14915 3.33985 -9.87047
H -6.67601 2.75982 -9.58038
H -9.44126 4.73177 -7.87667
H -8.17135 5.67857 -8.39845
C -4.08867 -2.03122 2.72669
O -4.21255 -2.02879 4.13672
C -3.89359 -3.24290 4.82640
C -2.34246 -3.29552 5.15229
C -2.01328 -4.54491 5.87681
N -1.84719 -2.20514 5.97837
H -3.11331 -2.49679 2.58518
H -4.25319 -1.04472 2.29329
H -4.87217 -2.73871 2.45526
H -4.40838 -3.16240 5.78380
H -4.30130 -4.13883 4.35822
H -1.88053 -3.18527 4.17118
H -2.14725 -4.54893 6.95854
H -0.95710 -4.76477 5.72109
H -2.50326 -5.43914 5.49163
H -2.30490 -1.38685 5.60288
H -2.32315 -2.24226 6.86842
C -0.23485 5.80395 -1.33302
O -1.51864 5.40244 -1.03094
C -2.32411 6.37898 -0.37023
C -3.55076 5.84659 0.44004
C -4.50884 4.94285 -0.35828
N -4.27992 7.01599 0.94451
H 0.08690 5.12703 -2.12445
H 0.51704 5.78931 -0.54400
H -0.21706 6.74312 -1.88595
H -1.64581 6.80611 0.36839
H -2.64904 7.15312 -1.06537
H -3.12494 5.35435 1.31438
H -4.89884 5.43153 -1.25113
H -5.36547 4.67185 0.25884
H -4.06146 4.03601 -0.76525
H -3.84748 7.08015 1.85500
H -4.10412 7.86134 0.42050
C 3.21273 0.95778 -8.00351
O 3.98084 1.28760 -6.83667
C 4.12586 2.63169 -6.50263
C 5.38773 3.33166 -6.98844
C 5.52208 4.73014 -6.24307
N 5.39788 3.43390 -8.46423
H 3.35982 -0.12085 -8.05857
H 3.62920 1.39923 -8.90893
H 2.14673 1.18500 -8.01432
H 3.29489 3.24331 -6.85406
H 4.10319 2.70641 -5.41543
H 6.20117 2.67049 -6.68963
H 4.61471 5.29065 -6.46803
H 6.41145 5.32041 -6.46376
H 5.51088 4.65762 -5.15554
H 4.60142 3.91708 -8.85447
H 5.37737 2.50011 -8.84856
C 6.13995 -4.87185 2.17862
O 5.85647 -4.40906 0.86545
C 5.98490 -3.00657 0.74092
C 5.97768 -2.53317 -0.70359
C 6.24905 -1.04956 -0.70488
N 4.60943 -2.66773 -1.19521
H 6.42760 -5.92293 2.15411
H 5.19037 -4.75855 2.70165
H 6.90294 -4.29914 2.70582
H 5.17145 -2.52699 1.28535
H 6.88691 -2.61552 1.21162
H 6.70944 -3.08953 -1.28934
H 6.13329 -0.72613 -1.73933
H 7.28056 -0.88636 -0.39270
H 5.58444 -0.52173 -0.02092
H 4.34438 -3.63820 -1.10557
H 4.71176 -2.61178 -2.19845
C -1.89582 6.87029 7.31584
O -2.58365 5.78686 6.65678
C -3.21132 4.93492 7.63380
C -4.00869 3.74279 7.04670
C -5.00910 2.98153 7.94562
N -3.19136 2.73502 6.44747
H -2.62806 7.62474 7.60349
H -1.18383 7.24659 6.58129
H -1.19061 6.64271 8.11520
H -2.45916 4.47465 8.27450
H -3.92948 5.44371 8.27679
H -4.61813 4.19359 6.26344
H -5.47222 2.12865 7.44944
H -5.92792 3.47821 8.25734
H -4.58179 2.80567 8.93283
H -2.59681 3.19774 5.77478
H -3.78260 2.14149 5.88331
C 0.98915 -10.77673 3.57900
O 1.16124 -10.64716 2.14096
C 1.63681 -9.38822 1.82703
C 1.52578 -9.06846 0.30917
C 2.26029 -10.05147 -0.58779
N 2.12118 -7.74094 -0.01227
H 0.27069 -10.07581 4.00400
H 1.95731 -10.62384 4.05586
H 0.62274 -11.78791 3.75605
H 1.23310 -8.55823 2.40688
H 2.68760 -9.26249 2.08804
H 0.46530 -8.85259 0.17925
H 3.33555 -10.12495 -0.42492
H 2.05660 -9.99073 -1.65686
H 1.94764 -11.07647 -0.38849
H 1.83161 -7.10927 0.72070
H 3.10180 -7.85066 0.20326
C 5.91457 1.86243 4.42925
O 5.37374 3.12709 4.78266
C 4.31443 3.58721 3.97200
C 3.35658 4.27858 4.93169
C 2.83740 3.32178 5.96248
N 2.22129 4.83170 4.12639
H 5.07784 1.20251 4.20013
H 6.43495 1.60207 5.35095
H 6.58722 1.97418 3.57887
H 4.75969 4.26031 3.23935
H 3.83664 2.75217 3.45963
H 3.80740 5.17974 5.34734
H 2.17827 3.88268 6.62508
H 3.67971 2.99972 6.57478
H 2.27360 2.47201 5.57762
H 1.49337 5.15010 4.74996
H 1.80288 4.05419 3.63596
N 3.05273 -2.63923 6.77511
C 3.60476 -2.78541 7.94422
N 2.73698 -2.66895 8.91910
O 4.77829 -3.01932 8.14006
H 2.06522 -2.42733 6.77082
H 3.67209 -2.58473 5.97917
H 1.77618 -2.41732 8.73569
H 3.08375 -2.72610 9.86598
N 1.11422 -0.72776 0.79971
C 0.39792 0.33084 0.59948
N 0.53847 0.59974 -0.65375
O -0.13915 0.97560 1.42853
H 1.77275 -1.13555 0.15151
H 1.44914 -0.88051 1.74024
H 0.14320 1.44780 -1.03410
H 1.44936 0.28114 -0.95186

Properties
* Kohn-Sham gap: 0.334 hartree
* structure (SMILES): COC[C@H](C)N.COC[C@H](C)N.COC[C@H](C)N.COC[C@H](C)N.COC[C@H](C)N.COC[C@H](C)N.COC[C@H](C)N.COC[C@H](C)N.COC[C@H](C)N.NC(N)=O.NC(N)=O
* net charge: 0
* E_HOMO: -9.08 eV
* E_tot: -83026.521 eV

---

[2]
C38H109N5O14 | ωB97M-V/def2-TZVPD

Positions of all 166 atoms, in Å:
C -6.56199 -2.25493 0.82687
C -5.15175 -2.85186 0.86256
O -4.68960 -2.94523 2.20806
H -6.60945 -1.17141 0.95743
H -7.23763 -2.71548 1.54394
H -6.96885 -2.40928 -0.18139
H -4.46037 -2.25131 0.25411
H -5.12466 -3.85458 0.43110
H -4.61331 -2.02372 2.51353
C -0.47440 0.70667 -5.41513
C -1.97091 0.69930 -5.26031
O -2.41956 1.64074 -4.30611
H 0.03554 0.36574 -4.50935
H -0.10458 1.69933 -5.68430
H -0.11184 0.00771 -6.17564
H -2.28194 -0.31436 -4.99606
H -2.44579 0.89104 -6.23011
H -2.34036 2.52646 -4.66984
C 6.19571 2.05403 -1.82394
C 6.41413 0.56494 -1.56657
O 5.32770 -0.01715 -0.86454
H 7.07588 2.41241 -2.36276
H 6.11054 2.60318 -0.88532
H 5.29769 2.23988 -2.41080
H 7.35670 0.40834 -1.03089
H 6.55275 0.01426 -2.49703
H 5.27538 0.33417 0.02893
C -2.65250 -6.39167 2.67359
C -1.51785 -5.42117 2.44151
O -0.50468 -5.64187 3.45274
H -3.32626 -6.49401 1.82133
H -3.23996 -6.10055 3.54837
H -2.24790 -7.37677 2.91046
H -1.81238 -4.37450 2.55172
H -0.94987 -5.62187 1.53294
H -0.88613 -5.40301 4.30477
C -3.91798 -3.15421 -3.06127
C -2.47346 -3.47472 -3.25439
O -2.33380 -4.16971 -4.49876
H -4.29797 -2.60486 -3.92606
H -4.13339 -2.58841 -2.15476
H -4.56523 -4.03691 -3.02665
H -2.04067 -4.10343 -2.46942
H -1.92087 -2.52909 -3.22605
H -1.52307 -3.92437 -4.94669
C 4.03073 -4.67553 -3.16610
C 5.52521 -4.82451 -2.89334
O 5.91908 -6.08282 -3.41723
H 3.83687 -4.67778 -4.23905
H 3.70863 -3.69389 -2.81215
H 3.43659 -5.45225 -2.68881
H 5.80399 -4.70988 -1.84349
H 5.98760 -3.98707 -3.43342
H 6.87245 -6.19153 -3.35380
C 4.74922 -4.24117 2.15111
C 4.19640 -3.17423 1.23937
O 3.00695 -3.64786 0.61345
H 4.17816 -4.36190 3.07089
H 5.74636 -3.92920 2.47806
H 4.84210 -5.19364 1.63237
H 4.86844 -2.80440 0.45762
H 3.99182 -2.26242 1.82516
H 2.84214 -3.11622 -0.18986
C 3.80727 -0.34406 -4.69613
C 2.97235 -1.45478 -5.34118
O 2.06706 -1.96416 -4.35353
H 4.42666 -0.81777 -3.93305
H 3.11442 0.36686 -4.25074
H 4.43289 0.11245 -5.46042
H 3.58007 -2.26515 -5.75381
H 2.40266 -1.01744 -6.16906
H 1.35911 -2.37785 -4.85880
C -2.25643 0.92598 3.47059
C -3.51430 0.36927 4.12211
O -4.32290 -0.26765 3.13477
H -1.50003 1.21896 4.20744
H -2.41792 1.85808 2.92941
H -1.81035 0.14996 2.84738
H -4.06721 1.20709 4.55867
H -3.24107 -0.26569 4.96209
H -4.71227 0.45160 2.62458
C -3.79472 4.63590 2.80082
C -2.64952 5.11819 3.67377
C -1.31368 5.15999 2.95944
O -1.05625 3.91507 2.36929
C 0.18375 3.80592 1.72552
N -2.96081 6.46034 4.21600
H -4.78186 4.57908 3.25637
H -3.62945 3.61766 2.41507
H -3.82982 5.17517 1.84685
H -2.60646 4.45772 4.54587
H -0.49589 5.44403 3.63325
H -1.35416 5.92349 2.16371
H 0.95609 3.51352 2.45052
H 0.47931 4.74120 1.24286
H 0.18438 3.01433 0.97445
H -3.86240 6.42430 4.67425
H -3.08627 7.08822 3.42520
C 1.62406 3.89206 -1.76376
C 1.81587 5.37864 -1.43859
C 3.07378 5.62712 -0.60213
O 2.99029 4.85090 0.57047
C 4.06555 5.11521 1.43597
N 1.90512 6.13324 -2.70430
H 2.28351 3.46451 -2.51706
H 0.58105 3.78457 -2.07739
H 1.70487 3.31261 -0.84606
H 0.96794 5.70993 -0.83108
H 3.11288 6.69141 -0.33697
H 3.94563 5.34783 -1.20707
H 4.14000 6.18841 1.65213
H 5.01657 4.80777 0.98435
H 3.95955 4.61364 2.39603
H 1.49032 7.05300 -2.57696
H 1.27358 5.68329 -3.36098
C 1.59180 -0.19674 3.06235
C 1.47194 -1.58499 3.66287
C 0.41467 -1.71090 4.76170
O 0.82505 -0.98768 5.93148
C -0.09828 -1.11789 6.96977
N 1.17134 -2.56839 2.62586
H 0.67907 -0.02465 2.47548
H 2.39454 -0.12752 2.32817
H 1.60110 0.59155 3.81468
H 2.40560 -1.89012 4.16140
H 0.29538 -2.73709 5.11138
H -0.47825 -1.20815 4.37248
H -0.65647 -2.06337 6.94312
H -0.87624 -0.34521 6.96608
H 0.40896 -1.09269 7.93339
H 0.86222 -3.43619 3.05669
H 1.95455 -2.82998 2.02970
C -2.25572 1.68413 -0.08964
C -3.63573 1.31317 -0.66519
C -4.36926 2.49478 -1.24716
O -4.62586 3.43978 -0.24043
C -5.43642 4.48413 -0.70089
N -3.50226 0.24695 -1.66268
H -1.55167 2.04173 -0.84690
H -1.80651 0.89198 0.50709
H -2.30056 2.53182 0.60764
H -4.16184 0.85058 0.18165
H -5.24245 2.12992 -1.80008
H -3.68317 2.89373 -2.01275
H -5.56565 5.26704 0.04369
H -6.44837 4.12040 -0.92820
H -5.10202 4.94930 -1.63526
H -3.08092 0.64236 -2.50198
H -2.80826 -0.39115 -1.27441
C 1.30159 0.52345 -1.16505
C 1.31019 -0.96021 -0.82617
C 0.12028 -1.71772 -1.42375
O -1.15338 -1.43745 -0.87599
C -1.37300 -1.97011 0.42919
N 2.53642 -1.59414 -1.37526
H 2.14694 0.97925 -0.64577
H 0.37787 0.95353 -0.77145
H 1.35356 0.68557 -2.24223
H 1.35631 -1.11116 0.25605
H 0.32862 -2.78934 -1.29924
H 0.05943 -1.51426 -2.49574
H -2.42151 -1.74572 0.63481
H -0.73489 -1.45937 1.15150
H -1.20997 -3.04931 0.46732
H 2.38398 -1.67191 -2.38892
H 3.30063 -0.91709 -1.42107

Properties
* Kohn-Sham gap: 0.323 hartree
* net charge: 0
* E_HOMO: -8.57 eV
* E_tot: -77284.648 eV

---

Values for LUMO level, eV, ordered as above
0.01 0.21
Values for energy relative to the best compared isomer or geometry (same formula, charge and spin), kJ/mol, ordered as above
651.4 35.4